1.
The following is a DFT calculation (wB97M-V/def2-TZVPD) of C11H13FNO3PdS2 as an isolated structure at a distorted geometry.

Output
frontier orbital gap (alpha / beta)	5.335 / 5.334	eV
strongest force on any atom	1.58	eV/A
LUMO energy (alpha / beta)	-5.37 / -5.37	eV
net charge	+1

CARTESIAN COORDINATES (ANGSTROEM)
1 Pd -0.35394 0.49836 -0.67088
2 N 2.17642 -0.64763 -0.49201
3 C 2.78098 -0.50002 0.62581
4 C 1.14221 0.65959 2.70251
5 O 1.94998 0.40698 3.49147
6 O 0.32254 0.91868 1.91551
7 H 1.88689 -1.58152 -0.78820
8 H 2.40915 -0.01156 -1.26231
9 H 3.41868 0.36922 0.77092
10 H 2.89494 -1.34907 1.29480
11 F 0.24957 -4.62917 0.26852
12 C -0.37984 -3.49972 -0.05679
13 C -1.04724 -2.81050 0.94478
14 C -1.70943 -1.64473 0.60621
15 C -1.69863 -1.16819 -0.72372
16 C -2.28964 0.10184 -1.07453
17 C -0.98188 -1.89647 -1.70769
18 C -0.32565 -3.07207 -1.37613
19 H -1.04807 -3.20345 1.95203
20 H -2.25294 -1.08797 1.35914
21 H -2.95810 0.57610 -0.36427
22 H -2.49741 0.31250 -2.11667
23 H -1.00379 -1.55326 -2.73398
24 H 0.19754 -3.66704 -2.11306
25 C -1.14645 3.99646 0.08733
26 O 0.19643 3.88188 0.60200
27 C 1.07751 3.17580 -0.05337
28 S 2.63690 3.01215 0.53426
29 S 0.74310 2.32287 -1.56049
30 H -1.12211 4.37703 -0.93110
31 H -1.64187 4.69425 0.75361
32 H -1.62588 3.01864 0.11630

---

2.
The following is a DFT calculation (wB97M-V/def2-TZVPD) of a 2-piece molecular cluster, C3H8OS2 overall at a distorted geometry.

Output
frontier orbital gap	8.734	eV
strongest force on any atom	1.61	eV/A
LUMO energy	0.57	eV

CARTESIAN COORDINATES (ANGSTROEM)
1 C 1.39889 -0.42747 1.39701
2 C 1.71666 -0.06937 0.15717
3 O 2.26329 1.10058 -0.30768
4 H 1.45069 -1.50624 1.49605
5 H 1.22996 0.16572 2.28603
6 H 1.75085 -0.79572 -0.63361
7 H 2.19774 1.84809 0.28608
8 C -1.87130 0.14266 -1.75961
9 S -1.89214 -1.00160 -0.31959
10 S -1.69792 0.16159 1.36068
11 H -1.27491 -0.35083 -2.52577
12 H -1.49034 1.11716 -1.44939
13 H -2.91678 0.25597 -2.03095
14 H -0.86471 -0.64054 2.04357

---

3.
The following is a DFT calculation (wB97M-V/def2-TZVPD) of C6H7NS as an isolated structure at a distorted geometry.

Output
frontier orbital gap	7.566	eV
strongest force on any atom	10.15	eV/A
LUMO energy	-0.55	eV

CARTESIAN COORDINATES (ANGSTROEM)
1 C -0.96119 1.65321 2.37366
2 C -0.65532 0.73419 1.22877
3 C -0.59612 -0.02387 0.18672
4 C -0.05391 -0.77814 -0.77145
5 C 1.11634 -0.31600 -1.52957
6 C 1.39120 0.97853 -2.05131
7 H -1.94932 1.19388 3.06901
8 H -1.36070 2.76493 1.72707
9 H 0.05518 1.68287 3.06076
10 H 1.65170 -1.21515 -2.07791
11 H 2.46329 0.79158 -2.65230
12 H 0.80764 1.93190 -1.63456
13 H -0.66483 -4.26632 -0.22475
14 N -0.16412 -2.15100 -1.01108
15 S -1.07983 -2.98061 0.30694

---

4.
The following is a DFT calculation (wB97M-V/def2-TZVPD) of C4H10NO3 as an isolated structure at a distorted geometry.

Output
frontier orbital gap	7.234	eV
strongest force on any atom	4.55	eV/A
LUMO energy	2.66	eV
net charge	-1

CARTESIAN COORDINATES (ANGSTROEM)
1 C -1.90631 -0.92663 -1.11687
2 C -2.06599 0.02704 0.10442
3 N -0.84227 0.69357 0.71896
4 C -0.44562 -0.56227 0.90358
5 C 2.92383 -0.22476 -0.08094
6 O 3.59556 0.79915 -0.34584
7 O 3.12394 -1.41353 -0.37034
8 H -2.83586 -0.86639 -1.69163
9 H -1.10247 -0.70560 -1.81295
10 H -1.83378 -1.97332 -0.80616
11 H -2.83146 -0.36154 0.79857
12 H -2.70576 0.78858 -0.36540
13 H -0.68855 -1.05899 1.84753
14 H 0.42262 -0.83538 0.29801
15 H 1.99674 -0.02503 0.52185
16 H 0.97713 2.01753 0.46093
17 H 2.49169 2.04279 0.33661
18 O 1.72656 2.58477 0.59968

---

5.
The following is a DFT calculation (wB97M-V/def2-TZVPD) of C11H30LaN7O6P2S as an isolated structure at a distorted geometry.

Output
frontier orbital gap	8.650	eV
strongest force on any atom	2.50	eV/A
LUMO energy	-5.40	eV
net charge	+2

CARTESIAN COORDINATES (ANGSTROEM)
1 La 0.08453 0.02456 0.55647
2 N 2.56448 -3.74084 -0.46998
3 C 1.12477 -3.54713 -0.05277
4 C 0.36064 -4.85361 -0.00092
5 P 0.55489 -2.37681 -1.39964
6 O -1.01154 -2.11793 -1.09145
7 O 0.83161 -3.02248 -2.69367
8 O 1.23194 -1.05720 -1.07134
9 P 1.09848 -2.55503 1.49918
10 O 1.52552 -3.67157 2.54141
11 O -0.29780 -2.00345 1.70184
12 O 2.12919 -1.46370 1.37904
13 H 2.57960 -3.83057 -1.49936
14 H 3.00325 -4.55824 -0.03981
15 H 3.07587 -2.88916 -0.19377
16 H 0.19620 -5.25219 -1.00327
17 H -0.60690 -4.68668 0.47199
18 H 0.88618 -5.59611 0.60105
19 H -1.58657 -2.80817 -1.45286
20 H 1.92147 -3.37988 3.37501
21 C 0.75807 3.64485 0.79000
22 N -0.35608 2.78662 1.24292
23 C -1.59198 3.34244 0.65076
24 C -0.50708 2.91779 2.70896
25 C 0.49404 2.08999 3.49036
26 N 0.33528 0.63614 3.27530
27 C 1.46883 -0.01861 3.95727
28 C -0.89446 0.16409 3.94982
29 H 0.57488 4.68914 1.06342
30 H 0.84891 3.59338 -0.29555
31 H 1.70258 3.33033 1.23386
32 H -1.79877 4.33654 1.06211
33 H -2.44221 2.69353 0.85126
34 H -1.48690 3.43909 -0.42578
35 H -1.52100 2.61407 2.96980
36 H -0.40014 3.96678 3.00725
37 H 0.37962 2.32083 4.55638
38 H 1.51137 2.36329 3.20167
39 H 1.53718 0.31749 4.99717
40 H 2.40658 0.20093 3.45000
41 H 1.31884 -1.09580 3.95519
42 H -0.86272 0.39749 5.01923
43 H -0.98604 -0.91360 3.83068
44 H -1.77984 0.62749 3.51451
45 C -0.83471 1.22458 -6.37442
46 C -1.57111 1.37947 -5.10302
47 N -2.67245 2.01487 -4.91373
48 N -2.93643 1.90129 -3.59133
49 C -2.01974 1.19027 -2.92715
50 S -2.12408 0.84767 -1.26379
51 N -1.12892 0.84273 -3.89729
52 N -0.03067 0.05645 -3.67864
53 H -1.36141 1.75851 -7.16013
54 H -0.75659 0.17311 -6.65347
55 H 0.17273 1.63190 -6.27721
56 H -3.77815 2.30189 -3.20854
57 H -0.14163 -0.86029 -4.10628
58 H 0.80836 0.47943 -4.05873

---

6.
The following is a DFT calculation (wB97M-V/def2-TZVPD) of one molecule with the formula C15H18N2O2S at a distorted geometry.

Output
frontier orbital gap	8.982	eV
strongest force on any atom	1.02	eV/A
LUMO energy	0.62	eV

CARTESIAN COORDINATES (ANGSTROEM)
1 C 0.90246 3.30246 2.09953
2 O 1.21656 2.64700 0.88143
3 N 1.46819 1.28810 1.03517
4 C 0.52460 0.43163 0.54026
5 S -0.87228 1.22382 -0.12337
6 C -1.85842 -0.25156 -0.61716
7 C -1.38308 -0.78013 -1.96284
8 C -1.68158 0.20955 -3.08433
9 C -3.17087 0.53799 -3.12327
10 C -3.61868 1.11434 -1.78385
11 C -3.33163 0.12971 -0.65366
12 N 0.63444 -0.84778 0.55287
13 C 1.76601 -1.39344 1.09477
14 C 1.90859 -2.78537 1.10892
15 C 3.03910 -3.35413 1.64829
16 C 4.05155 -2.55944 2.18502
17 C 3.92775 -1.18870 2.17932
18 C 2.78811 -0.59224 1.63679
19 C 2.65938 0.86225 1.62731
20 O 3.45196 1.65748 2.08050
21 H 0.68725 4.32662 1.80545
22 H 1.75235 3.28103 2.78489
23 H 0.02119 2.85806 2.57161
24 H -1.66037 -0.98560 0.16643
25 H -1.90166 -1.72271 -2.15714
26 H -0.31386 -0.99277 -1.91151
27 H -1.11499 1.12811 -2.91646
28 H -1.36365 -0.21178 -4.03972
29 H -3.73968 -0.37022 -3.33750
30 H -3.37189 1.25531 -3.92090
31 H -3.07938 2.04458 -1.59103
32 H -4.68598 1.34195 -1.80982
33 H -3.91521 -0.78209 -0.80520
34 H -3.62663 0.56354 0.30393
35 H 1.11805 -3.38669 0.68863
36 H 3.14528 -4.42903 1.65617
37 H 4.93192 -3.02220 2.60420
38 H 4.69509 -0.54764 2.58629

---

7.
The following is a DFT calculation (wB97M-V/def2-TZVPD) of C23H23N5O3STi as an isolated structure at a distorted geometry.

Output
⟨S²⟩	2.01
frontier orbital gap (alpha / beta)	5.789 / 8.005	eV
strongest force on any atom	2.73	eV/A
2S+1	3
LUMO energy (alpha / beta)	0.51 / 0.49	eV

CARTESIAN COORDINATES (ANGSTROEM)
1 Ti 0.93449 1.07824 -0.19133
2 N 2.03309 2.49334 1.09157
3 C 1.66369 3.16654 -0.10613
4 C 2.62699 3.73274 -0.93743
5 C 2.25439 4.42244 -2.07593
6 C 0.90489 4.54754 -2.39713
7 C -0.05931 3.98334 -1.58533
8 C 0.26979 3.28734 -0.41463
9 C -0.74521 2.79114 0.54097
10 C -1.94601 3.45484 0.78907
11 C -2.79671 2.96904 1.76517
12 C -2.45561 1.83724 2.49097
13 C -1.28231 1.14864 2.20657
14 C -0.41791 1.59244 1.21477
15 H 3.03879 2.51414 1.25677
16 H 1.49399 2.80164 1.90187
17 H 3.67439 3.63034 -0.67723
18 H 3.00739 4.85814 -2.71193
19 H 0.61289 5.09284 -3.28293
20 H -1.10101 4.08594 -1.84883
21 H -2.20011 4.35454 0.24387
22 H -3.72431 3.48514 1.97547
23 H -3.12021 1.48014 3.26527
24 H -1.03811 0.25764 2.77717
25 N -4.23741 -4.47446 1.09917
26 C -3.40261 -3.61276 0.43147
27 C -2.85921 -3.95936 -0.80953
28 C -2.00611 -3.09766 -1.46733
29 C -1.71651 -1.87106 -0.89803
30 C -2.26811 -1.49546 0.31397
31 C -3.11271 -2.35686 0.97717
32 S -0.33331 -0.89596 -1.42363
33 O -0.64421 0.53794 -1.52283
34 O 0.26829 -1.45656 -2.60563
35 N 0.69879 -0.86816 -0.18093
36 C 1.34769 -1.96156 0.20417
37 N 0.82589 -3.16956 -0.05523
38 C 1.48869 -4.21136 0.40177
39 C 2.66479 -4.09806 1.14037
40 C 3.14539 -2.81296 1.32587
41 N 2.52389 -1.74566 0.85157
42 H -4.21271 -5.44456 0.83317
43 H -4.35681 -4.29666 2.08187
44 H -3.08361 -4.93116 -1.22333
45 H -1.53781 -3.36856 -2.39863
46 H -1.99231 -0.53226 0.71897
47 H -3.52481 -2.09096 1.93977
48 H 1.04639 -5.17406 0.17987
49 H 3.17579 -4.96666 1.51877
50 H 4.06409 -2.62136 1.86527
51 C 2.68359 0.41744 -1.78653
52 O 2.95879 0.60064 -0.40823
53 H 2.53019 -0.63456 -2.05423
54 H 3.51319 0.82134 -2.37953
55 H 1.75829 0.97844 -2.03433
56 H 2.96629 -0.27286 0.07387

---

8.
The following is a DFT calculation (wB97M-V/def2-TZVPD) of one molecule with the formula C23H25FN4O2.

Output
frontier orbital gap	8.933	eV
strongest force on any atom	0.97	eV/A
LUMO energy	0.73	eV

CARTESIAN COORDINATES (ANGSTROEM)
1 C -1.13307 -4.17672 0.55407
2 C -1.46205 -2.68985 0.54896
3 C -2.25783 -2.31214 -0.70473
4 N -2.69887 -0.94132 -0.68434
5 C -1.93844 0.18568 -0.87136
6 N -0.61423 0.06417 -1.20300
7 C 0.40073 0.97807 -1.31733
8 O 1.37091 0.65864 -1.97363
9 C 0.29303 2.32445 -0.61846
10 C 1.70290 2.92825 -0.52850
11 C 2.44367 2.33625 0.69350
12 N 1.84975 1.08072 1.09137
13 C 2.27957 -0.13531 0.68214
14 O 1.58043 -1.13411 0.74867
15 C 3.70455 -0.21574 0.23434
16 C 4.72600 0.01184 1.15180
17 C 6.04822 -0.14281 0.77794
18 C 6.32914 -0.52304 -0.52229
19 F 7.61937 -0.66758 -0.89409
20 C 5.33124 -0.75814 -1.44997
21 C 4.01173 -0.61267 -1.06076
22 C 0.50080 1.21954 1.60959
23 C -0.27406 2.26302 0.80275
24 N -2.60558 1.30004 -0.75140
25 C -3.89040 0.92281 -0.44816
26 C -5.01600 1.69945 -0.20807
27 C -6.19577 1.04369 0.07860
28 C -6.26469 -0.34827 0.13003
29 C -5.15522 -1.13761 -0.10543
30 C -3.96827 -0.48773 -0.39557
31 H -0.55973 -4.42759 1.44167
32 H -0.53849 -4.43804 -0.31819
33 H -2.04108 -4.77701 0.54633
34 H -0.53282 -2.11918 0.59358
35 H -2.05807 -2.44036 1.43006
36 H -3.15032 -2.93920 -0.77772
37 H -1.65417 -2.49247 -1.60243
38 H -0.34530 -0.84430 -1.56705
39 H -0.35724 2.94703 -1.24007
40 H 2.24776 2.69122 -1.44214
41 H 1.64282 4.01180 -0.43085
42 H 2.37035 3.01719 1.54768
43 H 3.49738 2.18777 0.46095
44 H 4.48407 0.30252 2.16371
45 H 6.85397 0.02516 1.47503
46 H 5.59099 -1.05350 -2.45407
47 H 3.21261 -0.77750 -1.76497
48 H 0.55466 1.50837 2.66608
49 H 0.02882 0.23698 1.54684
50 H -1.33670 2.03628 0.79182
51 H -0.15196 3.25332 1.24554
52 H -4.95730 2.77497 -0.24926
53 H -7.09001 1.61795 0.26975
54 H -7.20791 -0.82041 0.36086
55 H -5.21987 -2.21459 -0.05979

---

What did we get for electronic energy? Answer: -1731.2657; -990.6528; -685.5021; -438.7886; -2384.2009; -1240.5520; -2637.3815; -1360.8881 Ha, in the order shown.
What did we get for molar mass? Answer: 396.8; 124.2; 125.2; 120.1; 589.3; 290.4; 497.4; 408.5 g mol⁻¹, in the order shown.
What did we get for energy relative to the best compared isomer or geometry (same formula, charge and spin)? Answer: 9.5; 36.2; 168.0; 123.4; 20.2; 39.1; 2.9; 19.7 kcal per mole, in the order shown.